(a)
Molecular formula: C2H3BrO
Method: DFT, the ωB97M-V functional and the def2-TZVPD basis

Calculated values
Kohn-Sham gap (spin up / spin down) = 9.6 / 7.0 eV
M = 122.949 g/mol

Each atom is followed by the atoms it is bonded to, with distances in Å.
Geometry (Å):
1 C 1.56 1.60 -1.06  O3 1.163, Br4 1.955
2 C -1.30 -0.90 0.52  H5 1.001, H6 1.027, H7 1.124
3 O 1.78 2.45 -0.29  C1 1.163
4 Br 2.11 -0.24 -0.73  C1 1.955
5 H -1.93 -0.25 0.09  C2 1.001
6 H -0.71 -1.48 -0.11  C2 1.027
7 H -1.51 -1.19 1.58  C2 1.124

Löwdin population analysis, charges in e, atoms 1 to 2:
1. C -0.5622
2. C 0.0863

=====

(b)
Molecular formula: C2H3BrO
Method: DFT, the ωB97M-V functional and the def2-TZVPD basis

Calculated values
Kohn-Sham gap = 9.5 eV
M = 122.949 g/mol

Each atom is followed by the atoms it is bonded to, with distances in Å.
Geometry (Å):
1 C 1.58 -0.04 -0.76  C2 1.250, H5 1.029
2 C 0.35 0.14 -0.83  C1 1.250, H7 1.015
3 O -2.36 0.02 0.41  Br4 1.729
4 Br -1.36 -0.40 1.75  O3 1.729, H6 1.470
5 H 2.52 -0.37 -1.04  C1 1.029
6 H -0.13 0.16 1.17  Br4 1.470
7 H -0.59 0.50 -0.69  C2 1.015

Löwdin population analysis, charges in e, atoms 1 to 2:
1. C 0.0538
2. C -0.0215

=====

Least stable of them? (b).

=====

(a)
Molecular formula: C3H6O2
Method: DFT, the ωB97M-V functional and the def2-TZVPD basis

Calculated values
Kohn-Sham gap = 10.9 eV
Structure (SMILES) = OC[C@H]1CO1
M = 74.079 g/mol

Each atom is followed by the atoms it is bonded to, with distances in Å.
Geometry (Å):
1 O 2.20 -0.34 0.05  C2 1.507, H6 1.098
2 C 0.87 0.33 -0.20  O1 1.507, C3 1.521, H7 1.066, H8 1.276
3 C -0.26 -0.38 0.54  C2 1.521, C4 1.570, O5 1.290, H9 1.132
4 C -1.59 0.23 -0.03  C3 1.570, O5 1.360, H10 1.197, H11 1.059
5 O -0.98 -0.93 -0.38  C3 1.290, C4 1.360
6 H 2.10 -1.12 -0.72  O1 1.098
7 H 0.70 0.42 -1.24  C2 1.066
8 H 1.10 1.44 0.38  C2 1.276
9 H 0.04 -0.58 1.61  C3 1.132
10 H -2.43 -0.02 0.78  C4 1.197
11 H -1.77 0.96 -0.78  C4 1.059

Löwdin population analysis, charges in e, atoms 1 to 2:
1. O -0.1681
2. C -0.2140

=====

(b)
Molecular formula: C3H6O2
Method: DFT, the ωB97M-V functional and the def2-TZVPD basis

Calculated values
Kohn-Sham gap = 9.1 eV
Structure (SMILES) = C=CO.C=O
M = 74.079 g/mol

Each atom is followed by the atoms it is bonded to, with distances in Å.
Geometry (Å):
1 C -1.85 0.22 -1.47  C2 1.332, H4 1.078, H5 1.083
2 C -0.98 0.39 -0.48  C1 1.332, O3 1.358, H6 1.083
3 O -0.08 1.41 -0.49  C2 1.358, H7 0.984
4 H -2.56 -0.58 -1.38  C1 1.078
5 H -1.88 0.96 -2.27  C1 1.083
6 H -0.89 -0.29 0.36  C2 1.083
7 H 0.40 1.47 0.37  O3 0.984
8 C 1.95 -0.87 1.34  O9 1.188, H10 1.110, H11 1.119
9 O 1.44 0.15 1.66  C8 1.188
10 H 2.29 -1.14 0.32  C8 1.110
11 H 2.16 -1.72 2.04  C8 1.119

Löwdin population analysis, charges in e, atoms 1 to 2:
1. C -0.0001
2. C -0.3043

=====

Least stable of them? (a).

=====

(a)
Molecular formula: C3H6O2
Method: DFT, the ωB97M-V functional and the def2-TZVPD basis

Calculated values
Kohn-Sham gap = 8.8 eV
M = 74.079 g/mol

Each atom is followed by the atoms it is bonded to, with distances in Å.
Geometry (Å):
1 C -0.71 -0.13 1.11  C2 1.525, H6 1.094, H7 1.097, H8 1.096
2 C 0.54 -0.19 0.24  C1 1.525, O3 1.381, C4 1.486, H9 1.104
3 O 0.64 -1.30 -0.58  C2 1.381
4 C 0.56 0.69 -0.96  C2 1.486, O5 1.282, H11 1.093
5 O -0.27 0.41 -1.90  C4 1.282, H10 1.057
6 H -0.69 -0.98 1.79  C1 1.094
7 H -0.76 0.80 1.70  C1 1.097
8 H -1.61 -0.21 0.50  C1 1.096
9 H 1.43 0.00 0.85  C2 1.104
10 H -0.40 -0.59 -1.59  O5 1.057
11 H 1.27 1.49 -1.17  C4 1.093

Löwdin population analysis, charges in e, atoms 1 to 2:
1. C -0.0389
2. C -0.5356

=====

(b)
Molecular formula: C3H6O2
Method: DFT, the ωB97M-V functional and the def2-TZVPD basis

Calculated values
Kohn-Sham gap = 9.9 eV
Structure (SMILES) = O=CCCO
M = 74.079 g/mol

Each atom is followed by the atoms it is bonded to, with distances in Å.
Geometry (Å):
1 O -1.57 -0.13 1.26  C2 1.229
2 C -0.81 -0.51 0.37  O1 1.229, C3 1.558, H6 1.123
3 C 0.70 -0.32 0.65  C2 1.558, C4 1.509, H7 1.033, H8 1.075
4 C 1.05 0.66 -0.44  C3 1.509, O5 1.356, H9 1.053, H10 1.128
5 O 0.35 0.28 -1.54  C4 1.356, H11 0.928
6 H -1.39 -1.02 -0.46  C2 1.123
7 H 0.98 0.13 1.54  C3 1.033
8 H 1.08 -1.32 0.76  C3 1.075
9 H 0.64 1.62 -0.34  C4 1.053
10 H 2.17 0.74 -0.51  C4 1.128
11 H 0.63 -0.27 -2.23  O5 0.928

Löwdin population analysis, charges in e, atoms 1 to 2:
1. O 0.0108
2. C -0.2214

=====

(c)
Molecular formula: C3H6O2
Method: DFT, the ωB97M-V functional and the def2-TZVPD basis

Calculated values
Kohn-Sham gap = 10.9 eV
Structure (SMILES) = C1COCO1
M = 74.079 g/mol

Each atom is followed by the atoms it is bonded to, with distances in Å.
Geometry (Å):
1 C -1.04 -0.27 -0.10  C2 1.519, O5 1.417, H6 1.099, H7 1.090
2 C -0.29 1.05 -0.07  C1 1.519, O3 1.422, H8 1.090, H9 1.102
3 O 0.99 0.57 -0.46  C2 1.422, C4 1.411
4 C 1.14 -0.67 0.20  O3 1.411, O5 1.417, H10 1.097, H11 1.099
5 O -0.14 -1.12 0.59  C1 1.417, C4 1.417
6 H -1.13 -0.55 -1.16  C1 1.099
7 H -2.06 -0.36 0.29  C1 1.090
8 H -0.65 1.76 -0.81  C2 1.090
9 H -0.21 1.54 0.91  C2 1.102
10 H 1.61 -1.38 -0.50  C4 1.097
11 H 1.77 -0.56 1.10  C4 1.099

Löwdin population analysis, charges in e, atoms 1 to 2:
1. C -0.1785
2. C -0.1678

=====

Least stable of them? (a).

=====

(a)
Molecular formula: C3H6O2
Method: DFT, the ωB97M-V functional and the def2-TZVPD basis

Calculated values
Kohn-Sham gap = 9.3 eV
M = 74.079 g/mol

Each atom is followed by the atoms it is bonded to, with distances in Å.
Geometry (Å):
1 O 0.10 -0.40 1.77  C2 1.422, H6 0.970
2 C 0.86 -0.20 0.59  O1 1.422, C3 1.545, H7 1.101, H10 1.095
3 C 0.08 -0.55 -0.70  C2 1.545, O4 1.468, H8 1.096, H9 1.099
4 O -0.18 0.71 -1.41  C3 1.468, C5 1.300
5 C -1.16 1.49 -1.05  O4 1.300, H11 1.144
6 H -0.67 0.20 1.79  O1 0.970
7 H 1.78 -0.79 0.67  C2 1.101
8 H 0.65 -1.19 -1.39  C3 1.096
9 H -0.89 -1.02 -0.49  C3 1.099
10 H 1.14 0.85 0.46  C2 1.095
11 H -1.71 0.91 -0.23  C5 1.144

Löwdin population analysis, charges in e, atoms 1 to 2:
1. O -0.0693
2. C -0.2259

=====

(b)
Molecular formula: C3H6O2
Method: DFT, the ωB97M-V functional and the def2-TZVPD basis

Calculated values
Kohn-Sham gap = 4.6 eV
M = 74.079 g/mol

Each atom is followed by the atoms it is bonded to, with distances in Å.
Geometry (Å):
1 O 0.56 -0.79 -1.76  C2 1.290
2 C 1.30 -0.01 -1.05  O1 1.290, C3 1.484, H6 1.112, H7 1.136
3 C 0.73 0.70 0.13  C2 1.484, C4 1.374, H8 1.086
4 C -0.58 0.49 0.48  C3 1.374, H9 1.078, H10 1.074
5 O -2.27 -1.03 1.00  H11 0.987
6 H 1.97 0.65 -1.64  C2 1.112
7 H 2.06 -0.61 -0.45  C2 1.136
8 H 1.40 1.32 0.72  C3 1.086
9 H -1.13 -0.11 -0.22  C4 1.078
10 H -1.17 0.96 1.24  C4 1.074
11 H -2.88 -1.58 1.55  O5 0.987

Löwdin population analysis, charges in e, atoms 1 to 2:
1. O 0.0055
2. C -0.4136

=====

Least stable of them? (b).